Density functional theory data (wB97M-V/def2-TZVPD) for 6 unconnected molecules or ions with the total composition C25H67N5O7 at a distorted geometry.

structure (SMILES)	COC[C@H](C)N.COC[C@H](C)N.COC[C@H](C)N.COC[C@H](C)N.COCCNCCOC.CC(C)O
energy above the lowest of the compared OMol25 structures with the same formula, charge and spin	7.4	kcal per mole
total charge	0

Cartesian coordinates (Å):
C: 3.658271 -19.713829 -17.507617
O: 3.317050 -18.921691 -18.617143
C: 1.927029 -18.885910 -18.914827
C: 1.516088 -19.973766 -19.895877
C: 2.292034 -19.831580 -21.212716
N: 0.065985 -19.878596 -20.184408
H: 4.616678 -19.370890 -17.114366
H: 3.897722 -20.737718 -17.845866
H: 2.900302 -19.812771 -16.729426
H: 1.374758 -19.000346 -17.974329
H: 1.694486 -17.919314 -19.368337
H: 1.695334 -20.982489 -19.521180
H: 1.779428 -20.410251 -21.978244
H: 3.313247 -20.202944 -21.118011
H: 2.346831 -18.783327 -21.512378
H: -0.250817 -18.915376 -20.141012
H: -0.438261 -20.378927 -19.460885
C: 11.072836 -13.232691 -20.876304
O: 9.934340 -12.559339 -20.417165
C: 9.210522 -11.985072 -21.497147
C: 8.063887 -11.160894 -20.954617
C: 7.052551 -11.979799 -20.174724
N: 7.400291 -10.408742 -22.035320
H: 10.773891 -14.005580 -21.607371
H: 11.564535 -13.762128 -20.062294
H: 11.823493 -12.629381 -21.399855
H: 9.827453 -11.443606 -22.217797
H: 8.742551 -12.847010 -22.010388
H: 8.444203 -10.384629 -20.279275
H: 7.442469 -12.551709 -19.337737
H: 6.481455 -12.590258 -20.879579
H: 6.322258 -11.291378 -19.735888
H: 6.448555 -10.732131 -22.173746
H: 7.848666 -10.541051 -22.935092
C: 0.763474 -14.323647 -25.389374
O: 1.777232 -14.817537 -24.556171
C: 1.909005 -14.125700 -23.332439
C: 3.134743 -14.665986 -22.613228
C: 2.987414 -16.142074 -22.263531
N: 3.400310 -13.822485 -21.449461
H: 1.108587 -14.289770 -26.422822
H: 0.388189 -13.348201 -25.065683
H: -0.124383 -14.974364 -25.391300
H: 2.088703 -13.060441 -23.530703
H: 0.998487 -14.183260 -22.718418
H: 3.934486 -14.543167 -23.348536
H: 2.054019 -16.337686 -21.730472
H: 3.818124 -16.466298 -21.629095
H: 3.053640 -16.770084 -23.154607
H: 2.787386 -14.117528 -20.694567
H: 4.331171 -13.982200 -21.076649
C: 1.047875 -11.210042 -18.319443
O: 1.218784 -10.933812 -16.953140
C: 0.918360 -12.033569 -16.136702
C: 1.253211 -11.694015 -14.674679
C: 0.439315 -10.503331 -14.163642
N: 2.658478 -11.356867 -14.494308
H: 1.865449 -11.829794 -18.709897
H: 1.114184 -10.274503 -18.877639
H: 0.074736 -11.663769 -18.530315
H: -0.160585 -12.240533 -16.186977
H: 1.503234 -12.925996 -16.393754
H: 1.016849 -12.564950 -14.060844
H: 0.896127 -9.553729 -14.437575
H: 0.525047 -10.535469 -13.071262
H: -0.621302 -10.527737 -14.401281
H: 2.857390 -10.503009 -15.001527
H: 3.330464 -12.042692 -14.811394
C: 11.917985 -19.886356 -22.523657
O: 10.754484 -20.099281 -21.771025
C: 10.692663 -21.391732 -21.162257
C: 9.599305 -21.325690 -20.106722
N: 9.918991 -20.288670 -19.121741
C: 8.703187 -19.744560 -18.503068
C: 8.140139 -18.574695 -19.299306
O: 9.116634 -17.549411 -19.287549
C: 8.707981 -16.420312 -20.028399
H: 12.806318 -20.125507 -21.929820
H: 11.959310 -18.834389 -22.810668
H: 11.923104 -20.441625 -23.470366
H: 11.686201 -21.601960 -20.751190
H: 10.437350 -22.129535 -21.929900
H: 9.586868 -22.292964 -19.601642
H: 8.685985 -21.102949 -20.673426
H: 10.305452 -19.519063 -19.662803
H: 8.906840 -19.375651 -17.495371
H: 7.929228 -20.510969 -18.419983
H: 7.192092 -18.216504 -18.882578
H: 7.939819 -18.854632 -20.343579
H: 8.271625 -16.685112 -20.998425
H: 9.572624 -15.794172 -20.245845
H: 7.986776 -15.845158 -19.438478
C: 5.369732 -16.188578 -17.432143
C: 4.516274 -15.426494 -18.438478
C: 3.259943 -14.851335 -17.830736
O: 5.350736 -14.435270 -19.063304
H: 4.753145 -16.939545 -16.928574
H: 5.924012 -15.579834 -16.716028
H: 6.110223 -16.784073 -17.964891
H: 4.242434 -16.141101 -19.218674
H: 3.497226 -14.341316 -16.888669
H: 2.614016 -15.674203 -17.507513
H: 2.677330 -14.169504 -18.446027
H: 6.040888 -14.202028 -18.436883

Force components x, y, z for each atom (eV/Å):
0.95 -1.23 -0.62
-0.31 0.73 0.22
0.39 -0.77 0.40
-0.37 0.28 -1.01
0.03 -0.12 0.31
0.24 -0.26 0.41
-0.24 0.37 0.23
-0.30 0.03 0.07
-0.12 0.45 0.01
-0.19 0.17 -0.08
0.09 0.09 0.06
0.03 0.07 0.30
0.02 0.06 -0.07
0.01 0.08 0.05
-0.08 -0.03 -0.12
0.03 0.02 -0.10
-0.13 0.09 -0.06
0.06 -1.08 -0.61
0.54 0.87 -0.11
-0.90 -1.34 0.39
0.17 0.97 0.31
-0.73 0.55 -0.22
-0.29 -0.34 -0.30
0.03 0.04 0.08
-0.13 0.23 0.23
-0.20 0.45 0.22
0.25 0.18 0.22
0.14 0.26 -0.42
0.37 -0.29 0.07
0.37 -0.17 -0.25
0.15 -0.38 0.22
0.01 0.00 -0.06
0.01 0.01 0.13
0.18 0.04 0.10
-0.85 -0.20 -0.13
0.05 -0.13 0.10
0.23 0.44 -0.14
-0.24 -0.09 -0.01
0.54 -0.23 -0.20
-0.03 0.01 0.09
0.18 0.19 0.06
0.32 0.16 -0.13
0.19 -0.12 0.17
-0.06 -0.02 0.04
0.00 -0.24 0.03
0.22 -0.02 0.24
-0.06 0.01 -0.05
-0.05 0.12 0.10
-0.36 0.04 0.00
-0.09 0.13 -0.03
0.03 0.00 -0.10
0.32 0.27 -0.44
0.10 0.10 0.01
-0.24 -0.01 0.93
0.05 0.47 -0.81
0.41 -0.24 1.10
0.24 0.34 0.37
-0.18 -0.26 0.11
-0.11 0.07 0.21
0.02 -0.13 0.03
0.06 -0.29 -0.21
-0.11 0.00 -0.36
0.00 -0.12 -0.09
-0.19 -0.01 -0.41
-0.15 0.10 -0.07
0.03 -0.03 -0.29
0.02 -0.01 -0.02
-0.28 -0.28 -0.07
0.10 0.23 -0.27
-0.24 -0.08 0.09
0.06 0.70 -0.28
0.94 0.21 -0.20
-0.47 0.04 -0.29
-0.13 0.33 -0.12
0.10 -0.07 -0.13
0.05 -0.03 -0.20
0.02 0.18 0.06
0.08 -0.05 -0.14
-0.08 0.02 0.23
0.02 -0.29 0.18
-0.13 -0.24 0.21
0.09 -0.17 0.09
-0.50 -0.07 -0.11
-0.26 -0.28 0.28
0.25 0.01 0.21
0.14 -0.10 0.03
0.10 -0.11 0.02
0.01 -0.03 0.12
0.01 -0.13 0.02
-0.13 -0.16 0.10
0.08 -0.05 0.25
-0.10 0.11 -0.23
-0.29 -0.96 -0.27
0.76 -0.04 -0.06
-0.12 -0.10 1.08
-0.44 -0.05 -0.11
0.04 0.27 0.28
-0.35 0.25 0.11
0.11 0.17 -0.12
-0.02 0.11 -0.12
0.09 0.24 -0.19
-0.07 -0.04 -0.26
0.20 -0.04 -0.26
0.01 0.14 -0.02

***

Density functional theory data (wB97M-V/def2-TZVPD) for 12 unconnected molecules or ions with the total composition C25H68ClNO13P2S11 at a distorted geometry.

total charge	0

Cartesian coordinates (Å):
C: -0.702510 -0.661293 -1.009712
C: -1.620955 0.073779 -0.821902
P: -3.065665 1.102700 -0.821490
O: -2.742597 2.396156 -1.971072
C: -1.855669 2.042845 -2.830206
N: -1.009051 1.919188 -3.595876
P: -4.661229 -0.179758 -1.650321
O: -4.143259 -0.587820 -3.179199
Cl: -6.321895 1.011254 -1.768846
H: -0.145113 -1.545102 -1.265293
H: -3.793948 -1.479557 -3.106004
C: -10.771767 3.861520 -1.241613
S: -8.981049 3.809543 -1.415930
O: -8.461152 2.869175 -0.380569
C: -8.684748 5.478694 -0.823022
H: -11.170048 2.889405 -1.527779
H: -11.035855 4.076607 -0.204280
H: -11.176232 4.629146 -1.901431
H: -9.084330 5.589356 0.183785
H: -9.158434 6.192148 -1.496971
H: -7.615279 5.652663 -0.809900
C: -8.993202 5.291298 3.951889
S: -9.726066 4.338372 2.612773
O: -11.041627 4.962956 2.292788
C: -10.054145 2.867932 3.592634
H: -8.742829 6.278135 3.567577
H: -9.706083 5.387625 4.771568
H: -8.086296 4.793416 4.294825
H: -10.697158 3.122389 4.435842
H: -9.111066 2.451755 3.946118
H: -10.555103 2.142163 2.955665
C: -0.894696 2.949908 2.044931
S: -0.429897 1.447162 2.926321
O: -1.365497 0.370702 2.499352
C: -0.963967 2.016963 4.542176
H: -0.681623 2.808540 0.986088
H: -1.959703 3.143049 2.177938
H: -0.309952 3.788678 2.423907
H: -2.023934 2.271137 4.516138
H: -0.374576 2.888476 4.830411
H: -0.800524 1.214139 5.258599
C: 2.239250 -4.079998 -2.860215
S: 0.856165 -4.728726 -1.912153
O: 0.656553 -3.818788 -0.752752
C: 1.709688 -6.188073 -1.310525
H: 1.935819 -3.134092 -3.302287
H: 3.094509 -3.919467 -2.201198
H: 2.497877 -4.780925 -3.653208
H: 2.599831 -5.893387 -0.755615
H: 1.982386 -6.820387 -2.148814
H: 1.035661 -6.732976 -0.653737
C: 1.513762 5.672401 8.199564
S: 1.493055 5.566570 6.404578
O: 0.253546 4.833431 6.020002
C: 2.857169 4.409449 6.267291
H: 0.700811 6.325476 8.510796
H: 1.371484 4.680526 8.628636
H: 2.464817 6.093197 8.525554
H: 2.626933 3.500188 6.822511
H: 3.765822 4.865009 6.654917
H: 2.992139 4.168572 5.213723
C: 3.598245 4.291857 -2.077569
S: 2.508879 3.811648 -0.727226
O: 3.325849 3.034334 0.242659
C: 1.539626 2.638748 -1.683613
H: 4.323854 5.005243 -1.691704
H: 4.117127 3.413303 -2.461632
H: 3.011298 4.760828 -2.867485
H: 2.190802 1.868244 -2.096587
H: 1.021831 3.163586 -2.485175
H: 0.808304 2.177751 -1.022425
C: 7.158559 3.328461 4.900450
S: 5.794248 2.739382 5.912281
O: 5.696862 3.646815 7.088662
C: 6.609100 1.237512 6.471258
H: 6.877173 4.291248 4.479053
H: 8.050451 3.444516 5.516488
H: 7.343613 2.618966 4.094096
H: 7.536789 1.491180 6.984352
H: 6.812585 0.596130 5.613879
H: 5.939904 0.724006 7.158343
C: 4.012300 -10.893942 -2.819531
S: 4.256333 -9.147923 -2.482752
O: 3.115185 -8.692447 -1.639358
C: 3.934083 -8.586219 -4.162280
H: 4.128191 -11.441584 -1.887434
H: 3.009966 -11.056965 -3.216025
H: 4.761287 -11.237206 -3.532562
H: 2.936034 -8.898651 -4.470426
H: 4.685051 -9.002587 -4.833345
H: 3.997299 -7.499305 -4.176718
C: 4.703034 -2.531195 -6.035745
S: 2.995735 -2.028439 -5.768338
O: 2.139061 -3.211644 -6.041126
C: 2.891118 -0.950868 -7.203745
H: 4.970595 -3.248179 -5.261925
H: 4.800818 -2.997262 -7.016483
H: 5.353470 -1.659365 -5.963954
H: 3.106790 -1.520353 -8.107888
H: 3.600668 -0.130678 -7.093509
H: 1.880065 -0.552357 -7.254648
C: -5.323621 9.779045 -1.428143
S: -5.588507 8.015248 -1.661613
O: -6.565587 7.576547 -0.628856
C: -3.957776 7.503775 -1.101766
H: -6.245459 10.297110 -1.684184
H: -5.068525 9.978774 -0.387326
H: -4.522409 10.115266 -2.086348
H: -3.792260 7.852096 -0.082152
H: -3.200418 7.913182 -1.770405
H: -3.915915 6.416624 -1.127821
C: 7.842422 -13.019059 -1.633159
S: 7.222310 -14.080715 -2.946820
O: 5.865637 -13.588759 -3.306538
C: 7.003090 -15.540063 -1.919039
H: 8.011395 -12.027811 -2.049207
H: 7.107759 -12.958389 -0.829854
H: 8.783286 -13.420191 -1.256501
H: 6.323212 -15.313741 -1.097536
H: 7.971072 -15.859871 -1.533210
H: 6.579557 -16.329054 -2.536795

Force components x, y, z for each atom (eV/Å):
0.56 -1.73 -0.36
-2.02 1.51 -0.89
-0.50 1.12 1.76
0.31 -1.34 0.21
-0.05 1.23 -0.33
0.44 -0.42 -0.55
0.56 -1.52 0.04
-0.61 0.93 0.38
0.86 0.12 -0.39
0.51 0.31 0.38
0.00 -0.31 -0.13
-0.11 -0.08 0.12
-0.09 0.14 -0.02
-0.08 -0.01 -0.02
-0.08 -0.15 0.03
0.07 -0.01 -0.04
0.06 0.05 0.00
0.04 0.00 -0.02
-0.07 -0.05 -0.02
0.03 -0.02 -0.04
0.02 -0.02 -0.03
-0.07 0.06 0.15
0.21 -0.06 0.00
-0.02 -0.02 0.04
-0.08 -0.06 0.11
-0.02 -0.03 -0.07
-0.04 -0.02 -0.04
0.01 -0.02 -0.05
-0.01 0.06 -0.03
0.02 0.01 -0.06
0.03 0.05 -0.07
-0.08 0.11 -0.01
0.02 -0.06 0.00
-0.04 0.15 -0.01
-0.01 0.13 0.07
0.04 -0.09 0.02
-0.01 -0.08 0.03
0.04 -0.04 0.03
0.00 -0.03 -0.08
-0.01 0.02 0.04
0.04 -0.06 -0.08
0.18 0.03 0.06
0.08 -0.30 -0.21
-0.03 0.37 0.12
-0.10 0.25 0.04
-0.09 -0.04 -0.02
-0.08 -0.03 0.10
-0.10 0.03 -0.06
-0.01 0.04 -0.01
-0.04 -0.03 -0.01
-0.04 0.01 -0.03
-0.03 -0.03 0.12
0.13 -0.01 -0.05
-0.05 -0.05 0.02
-0.09 0.07 -0.04
-0.01 0.01 -0.07
0.00 -0.02 -0.06
0.01 0.00 -0.04
-0.04 0.03 0.03
0.00 -0.02 0.03
-0.08 0.05 -0.02
0.08 0.02 -0.10
-0.10 -0.05 -0.03
0.06 0.02 -0.04
0.05 0.04 -0.01
-0.03 -0.01 0.06
-0.03 -0.04 0.05
-0.03 0.00 0.02
0.04 0.01 0.04
-0.03 -0.01 0.01
0.02 0.01 0.04
0.12 0.01 -0.03
0.04 -0.08 -0.07
0.18 -0.02 0.04
0.09 -0.07 0.03
-0.07 -0.02 0.02
-0.05 -0.01 0.06
-0.05 0.00 -0.01
-0.02 0.07 0.00
-0.04 0.01 -0.02
-0.05 0.05 -0.02
-0.04 -0.02 -0.09
0.05 -0.14 0.00
0.11 -0.16 -0.12
-0.07 0.03 -0.07
0.04 0.04 0.02
-0.02 0.08 0.03
0.03 -0.05 0.06
-0.01 -0.02 0.06
0.02 0.00 0.03
0.03 -0.01 0.06
0.09 -0.03 -0.08
0.01 0.10 0.02
0.08 -0.03 -0.08
0.02 0.04 -0.11
-0.07 0.02 0.03
-0.07 0.00 0.00
-0.02 0.01 0.03
0.00 -0.06 0.04
-0.01 0.00 0.04
-0.01 -0.03 0.08
0.04 0.10 0.06
0.06 0.01 -0.08
0.19 0.20 0.05
0.09 0.00 0.07
-0.03 -0.07 -0.02
-0.02 -0.07 0.01
-0.01 -0.03 -0.03
-0.07 0.01 0.00
-0.03 -0.01 -0.03
-0.07 0.00 -0.03
-0.01 0.04 0.11
0.11 -0.05 -0.03
-0.02 0.05 0.08
-0.04 -0.05 0.10
-0.01 -0.03 -0.07
-0.04 -0.03 -0.04
0.01 -0.01 -0.03
-0.01 0.06 -0.03
0.02 0.01 -0.03
0.01 0.05 -0.06

***

Calculated gap between HOMO and LUMO (eV), listed in the same order as above: 9.359; 8.277
Calculated HOMO (eV), listed in the same order as above: -8.84; -8.09
Calculated calculated total energy (Ha), listed in the same order as above: -1793.02192; -7548.75113